# C3H6NO

A cluster of 2 separate species, C3H6NO in total (ωB97M-V/def2-TZVPD, the OMol25 dataset).

Last column: Löwdin charge in e.
Positions of all 11 atoms, in Å:
C  -0.509  1.421  0.683  0.01
C  0.990  -0.513  -0.799  0.23
C  0.057  -2.735  -0.097  0.01
N  -0.320  2.848  0.337  -0.02
O  0.651  -1.626  -0.687  -0.04
H  -0.804  -3.004  -0.711  0.12
H  -0.455  -2.520  0.830  0.11
H  0.918  -3.586  0.019  0.19
H  0.541  2.988  -0.223  0.15
H  -0.135  3.526  1.016  0.11
H  -0.934  3.201  -0.369  0.13

The value obtained for the strongest force on any atom is 0.087 hartree/bohr. The HOMO energy (alpha / beta) is -10.956 / -11.774 eV. The value obtained for the molar mass is 72.087 g/mol. The value obtained for the gap between HOMO and LUMO (alpha / beta) is 6.383 / 7.424 eV. For the LUMO energy (alpha / beta), the calculation gives -4.57 / -4.35 eV. The value obtained for the electronic energy is -247.2778 Eh. As for the total charge: +1. The energy above the lowest of the compared OMol25 structures with the same formula, charge and spin is 9.2043 eV.

# C3H6NO

The ion C3H6NO with charge +1 (ωB97M-V/def2-TZVPD, the OMol25 dataset).

Last column: Löwdin charge in e.
Positions of all 11 atoms, in Å:
C  -1.131  0.161  1.153  0.12
C  1.527  0.312  0.574  -0.09
C  -0.245  0.054  0.171  -0.23
N  -0.250  -0.267  -1.205  0.16
O  2.318  1.168  0.918  0.12
H  -0.834  0.446  2.150  0.09
H  -2.215  0.036  0.955  0.10
H  1.870  -0.640  0.187  0.10
H  -1.035  -1.015  -1.544  0.26
H  0.627  -0.698  -1.396  0.13
H  -0.631  0.442  -1.962  0.25

The value obtained for the strongest force on any atom is 0.131 hartree/bohr. The HOMO energy is -14.549 eV. The value obtained for the molar mass is 72.087 g/mol. The value obtained for the gap between HOMO and LUMO is 9.863 eV. The SMILES is C=C([NH3+])C=O. For the LUMO energy, the calculation gives -4.69 eV. The value obtained for the electronic energy is -247.5082 Eh. As for the total charge: +1. The energy above the lowest of the compared OMol25 structures with the same formula, charge and spin is 2.9349 eV.

# C3H6NO

The ion C3H6NO with charge +1 (ωB97M-V/def2-TZVPD, the OMol25 dataset).

Last column: Löwdin charge in e.
Positions of all 11 atoms, in Å:
C  -0.252  0.212  -1.738  0.02
C  -0.187  -0.648  0.553  0.07
C  -0.363  0.552  -0.328  -0.15
N  0.916  0.289  0.323  0.18
O  0.994  -0.227  -2.075  -0.01
H  -0.974  0.318  -2.525  0.14
H  -0.595  -0.647  1.497  0.12
H  -0.146  -1.599  0.097  0.14
H  -1.094  1.199  0.000  0.15
H  1.281  1.060  0.882  0.21
H  1.563  0.073  -0.384  0.12

The value obtained for the strongest force on any atom is 0.176 hartree/bohr. The HOMO energy is -15.877 eV. The value obtained for the molar mass is 72.087 g/mol. The value obtained for the gap between HOMO and LUMO is 10.675 eV. The SMILES is O=C[C@H]1C[NH2+]1. For the LUMO energy, the calculation gives -5.20 eV. The value obtained for the electronic energy is -247.5465 Eh. As for the total charge: +1. The energy above the lowest of the compared OMol25 structures with the same formula, charge and spin is 1.8929 eV.

# C3H6NO2

A cluster of 2 separate species, C3H6NO2 in total (ωB97M-V/def2-TZVPD, the OMol25 dataset).

Last column: Löwdin charge in e.
Positions of all 12 atoms, in Å:
C  -0.260  -0.778  1.384  -0.17
C  -1.618  0.416  0.024  -0.09
N  -1.590  -0.241  1.099  -0.10
H  0.021  -0.571  2.415  0.06
H  0.464  -0.371  0.680  0.03
H  -0.294  -1.863  1.252  0.07
H  -2.457  1.037  -0.283  0.05
H  -0.692  0.485  -0.546  0.03
O  0.995  -0.601  -1.719  -0.14
C  1.592  0.475  -1.513  -0.67
O  1.432  1.268  -0.557  -0.15
H  2.407  0.744  -2.237  0.08

The value obtained for the strongest force on any atom is 0.020 hartree/bohr. The HOMO energy is -4.124 eV. The value obtained for the molar mass is 88.086 g/mol. The value obtained for the gap between HOMO and LUMO is 8.625 eV. For the LUMO energy, the calculation gives 4.50 eV. The value obtained for the electronic energy is -323.1687 Eh. As for the total charge: -1. The energy above the lowest of the compared OMol25 structures with the same formula, charge and spin is 1.3487 eV.

Look up the molar mass of the second one. 72.087 g/mol

Which value of strongest force on any atom does entry 3 give? 0.176 hartree/bohr

electronic energy of number 1 (C3H6NO)? -247.2778 Eh

Among the records above, which one has the highest molar mass? C3H6NO2